ORCA calculation (wB97M-V/def2-TZVPD) on a cluster of 2 separate species, C5H16NO in total at a distorted geometry.

Calculated values
HOMO energy   -14.862 eV
Net charge   +1
Energy above the lowest of the compared OMol25 structures with the same formula, charge and spin   1.838 eV

Geometry (Å):
C  -2.107  0.594  0.452
C  -0.585  0.551  0.036
C  -0.342  -0.624  -0.969
C  1.037  -0.971  -1.333
C  2.023  -1.111  -0.020
N  -0.384  1.724  -0.864
H  -2.355  1.399  1.152
H  -2.490  -0.337  0.826
H  -2.760  0.841  -0.421
H  -0.018  0.733  0.846
H  -0.855  -1.524  -0.462
H  -1.034  -0.333  -1.838
H  1.098  -1.871  -2.005
H  1.732  -0.323  -1.928
H  3.026  -1.496  -0.428
H  2.278  -0.127  0.442
H  1.465  -1.836  0.651
H  -0.267  2.570  -0.276
H  -1.197  1.907  -1.445
H  0.451  1.585  -1.430
H  0.699  -0.166  3.659
H  0.565  -0.824  2.359
O  0.021  -0.363  2.997

***

ORCA calculation (wB97M-V/def2-TZVPD) on a structure of composition C5H16NO3 at a distorted geometry.

Calculated values
HOMO energy   -4.153 eV
Net charge   -1
Energy above the lowest of the compared OMol25 structures with the same formula, charge and spin   1.101 eV

Geometry (Å):
C  -1.746  -0.840  -0.993
N  -0.525  -1.647  -0.995
C  0.676  -0.987  -1.592
C  1.500  -0.175  -0.604
C  1.444  1.355  -0.691
O  1.751  1.942  0.521
C  -1.855  0.096  0.199
H  -1.757  -0.320  -1.967
H  -2.557  -1.574  -0.997
H  -0.285  -1.910  -0.051
H  1.262  -1.828  -1.967
H  0.257  -0.353  -2.312
H  1.266  -0.437  0.429
H  2.579  -0.471  -0.586
H  2.205  1.666  -1.396
H  0.472  1.674  -1.139
H  -2.021  -0.465  1.072
H  -0.908  0.577  0.395
H  -2.600  0.901  0.126
H  0.975  1.742  1.335
H  -0.422  2.248  2.201
O  0.115  1.453  2.120
H  -0.059  -0.327  1.754
H  0.369  -1.099  2.967
O  -0.134  -1.223  2.170

***

ORCA calculation (wB97M-V/def2-TZVPD) on a cluster of 3 separate species, C5H16NO3 in total at a distorted geometry.

Calculated values
HOMO energy   -2.977 eV
Net charge   -1
Energy above the lowest of the compared OMol25 structures with the same formula, charge and spin   1.654 eV

Geometry (Å):
C  -0.115  0.335  -2.246
C  -0.020  0.113  -0.721
C  -0.537  1.285  0.094
C  -0.023  2.732  -0.233
N  -0.743  -1.151  -0.319
C  -0.456  -1.466  1.176
O  -1.062  -0.748  2.086
H  -0.996  0.850  -2.643
H  0.715  0.990  -2.519
H  -0.043  -0.522  -2.968
H  1.015  -0.161  -0.535
H  -1.636  1.341  0.097
H  -0.260  1.050  1.108
H  -0.080  2.823  -1.298
H  0.964  2.844  0.236
H  -0.747  3.389  0.227
H  -1.714  -0.937  -0.506
H  -0.914  -2.519  1.089
H  0.652  -1.562  1.402
H  0.031  -2.720  -1.421
H  1.071  -1.868  -2.065
O  0.851  -2.788  -1.943
H  2.186  0.826  2.185
H  0.745  1.308  2.357
O  1.653  1.618  2.255

***

ORCA calculation (wB97M-V/def2-TZVPD) on a cluster of 4 separate species, C5H16NO5 in total at a distorted geometry.

Calculated values
HOMO energy   -4.726 eV
Net charge   -1
Energy above the lowest of the compared OMol25 structures with the same formula, charge and spin   0.003 eV

Geometry (Å):
O  2.711  -0.036  -0.101
C  1.847  -0.030  -0.994
O  1.891  0.332  -2.201
C  0.435  -0.710  -0.497
C  -0.758  0.146  -0.915
C  -2.096  -0.325  -0.336
C  -2.486  0.455  0.912
N  0.553  -2.008  -1.205
H  0.592  -1.004  0.551
H  -0.620  1.145  -0.550
H  -0.798  0.201  -1.993
H  -2.850  -0.359  -1.125
H  -2.096  -1.371  -0.006
H  -2.486  1.548  0.670
H  -3.507  0.358  1.325
H  -1.761  0.282  1.751
H  -0.071  -2.759  -0.948
H  0.473  -1.711  -2.176
H  1.430  1.071  3.178
H  0.044  0.774  2.893
O  0.548  1.410  3.416
H  1.431  -1.178  3.058
H  2.513  -0.831  1.884
O  2.336  -0.980  2.824
H  1.482  2.333  -3.053
H  0.634  1.156  -2.971
O  0.612  2.092  -3.390